The following is a DFT calculation (wB97M-V/def2-TZVPD) of 2 unconnected molecules or ions with the total composition C4H8N2O.

```
! wB97M-V def2-TZVPD RIJCOSX def2/J DEFGRID3
* xyz 0 1
C -0.96495 0.07007 1.23452
C 1.54356 -0.05034 -0.96088
C 2.02405 -1.29793 -0.14599
N 1.04877 -1.22423 -1.17577
C -0.50578 1.29973 0.46862
O 0.36350 2.03890 0.88176
N -1.11097 1.47792 -0.75950
H -1.12253 -0.78449 0.56820
H -0.20089 -0.17504 1.97520
H -1.90127 0.27478 1.76379
H 3.00859 -1.69169 -0.38966
H 1.67859 -1.47239 0.87368
H 0.39651 -1.73622 -1.75367
H -2.10082 1.30351 -0.82774
H -0.77562 2.29020 -1.25863
*
```

Computed properties:
HOMO: -9.048 eV
Lowest unoccupied orbital energy: 0.849 eV


The following is a DFT calculation (wB97M-V/def2-TZVPD) of a molecular structure, C16H38CoS4Si2Te.

```
! wB97M-V def2-TZVPD RIJCOSX def2/J DEFGRID3
* xyz 2 2
Co -1.95627 -0.70896 -0.01552
C -4.33316 1.22846 -0.92407
C -4.49515 -0.09822 -1.66412
S -4.03942 -1.34135 -0.42300
C -3.70437 -2.94650 -1.20428
C -2.94986 -3.73633 -0.13557
S -1.39135 -2.86504 0.30422
C -1.30275 -2.93606 2.14131
C -0.94588 -1.57493 2.74550
S -2.32127 -0.46736 2.32481
C -1.78696 1.26759 2.33277
C -2.73483 2.00449 1.38335
S -2.59298 1.40728 -0.35446
H -4.99123 1.27122 -0.05584
H -4.56360 2.06654 -1.57818
H -3.84215 -0.16918 -2.53345
H -5.52936 -0.24166 -1.97414
H -3.10938 -2.80980 -2.10675
H -4.63948 -3.44327 -1.45839
H -2.69140 -4.72704 -0.50313
H -3.55256 -3.84354 0.76673
H -0.55318 -3.67927 2.40597
H -2.27185 -3.27619 2.50801
H -0.01581 -1.18115 2.33788
H -0.84919 -1.67453 3.82556
H -0.75017 1.34066 2.00504
H -1.88802 1.68820 3.33208
H -2.51650 3.06959 1.37855
H -3.77278 1.86514 1.68891
C 2.15470 4.49858 -2.00921
Si 1.48521 3.34627 -0.71688
C 2.70915 3.06404 0.66137
C -0.10149 3.99654 0.02215
C 1.14672 1.71529 -1.64004
Te 0.51808 -0.05841 -0.61103
C 2.30542 -0.51070 0.48197
Si 3.36218 -1.89342 -0.29626
C 4.94419 -1.91988 0.67661
C 3.64072 -1.46627 -2.08585
C 2.40871 -3.48596 -0.10870
H 2.31063 5.49500 -1.58846
H 1.47207 4.60006 -2.85564
H 3.11529 4.14995 -2.39491
H 2.84640 3.99654 1.21588
H 3.69202 2.76367 0.28920
H 2.36710 2.31674 1.38111
H 0.03340 5.04692 0.29304
H -0.35139 3.45931 0.94097
H -0.94450 3.93832 -0.67076
H 2.05939 1.34723 -2.11793
H 0.40761 1.83241 -2.43517
H 2.02845 -0.72204 1.51618
H 2.84001 0.43878 0.49195
H 5.47017 -0.96506 0.61344
H 5.61487 -2.69021 0.28765
H 4.76867 -2.13853 1.73209
H 4.19770 -0.53188 -2.19261
H 2.70546 -1.37661 -2.64339
H 4.23202 -2.24896 -2.56774
H 2.24927 -3.73131 0.94570
H 2.96240 -4.31635 -0.55410
H 1.44028 -3.43883 -0.61042
*
```

Computed properties:
HOMO (alpha / beta): -13.765 / -13.906 eV
Lowest unoccupied orbital energy (alpha / beta): -7.092 / -6.224 eV


The following is a DFT calculation (wB97M-V/def2-TZVPD) of a molecular structure, C18H16N2NiO3S2Se4.

```
! wB97M-V def2-TZVPD RIJCOSX def2/J DEFGRID3
* xyz -2 3
Ni -1.42663 1.48810 1.35787
O -2.70643 2.32818 0.13091
N -2.21654 2.97184 -0.93857
C -1.78015 4.23507 -0.74333
C -1.24273 4.97629 -1.75325
C -1.13125 4.36590 -3.01695
C -1.60413 3.10356 -3.20253
C -2.24115 2.34878 -2.16635
S -2.98785 0.86669 -2.42771
H -1.87675 4.57060 0.27881
H -0.90633 5.98392 -1.55753
H -0.67412 4.89768 -3.84383
H -1.52632 2.60495 -4.15802
Se -1.74206 3.28975 2.96652
Se -0.43855 3.36903 4.84256
Se -2.65832 0.06217 4.83894
Se -3.24944 1.28748 3.01482
C 2.83020 -2.66198 3.50546
C 1.78483 -1.65876 3.09810
C 0.64300 -2.04939 2.40675
C -0.30836 -1.10324 2.09593
N -0.18516 0.18771 2.40845
C 0.89944 0.57072 3.07483
C 1.89615 -0.32168 3.43859
H 2.86713 -3.49876 2.80720
H 2.60244 -3.06431 4.49552
H 3.81897 -2.20409 3.55278
H 0.49755 -3.07760 2.09998
H -1.21757 -1.37979 1.57941
H 0.94790 1.61917 3.34291
H 2.75972 0.04332 3.98217
O 1.74469 -4.58195 -4.13298
C 0.66458 -4.31399 -3.33451
O -0.17625 -5.16903 -3.21936
C 0.63752 -2.98783 -2.67987
C 1.65562 -2.03417 -2.79430
C 1.58574 -0.82390 -2.14114
C 0.48611 -0.48268 -1.32128
S 0.46224 1.01703 -0.48206
C -0.55071 -1.44141 -1.24467
C -0.47026 -2.65310 -1.89572
H 2.31410 -3.80496 -4.13750
H 2.54619 -2.21154 -3.39427
H 2.38695 -0.10235 -2.23970
H -1.43562 -1.19151 -0.67520
H -1.27838 -3.36994 -1.81784
*
```

Computed properties:
HOMO (alpha / beta): -1.304 / -1.604 eV
Lowest unoccupied orbital energy (alpha / beta): 4.202 / 4.201 eV


The following is a DFT calculation (wB97M-V/def2-TZVPD) of a single C3H5N3 molecule.

```
! wB97M-V def2-TZVPD RIJCOSX def2/J DEFGRID3
* xyz 0 1
N -1.97605 0.00952 0.06218
C -0.62507 0.17639 -0.07290
C 0.06674 1.31608 -0.50027
C 1.35440 0.83578 -0.33209
N 1.45958 -0.40766 0.25822
N 0.16318 -0.90381 0.33659
H -2.48222 0.76111 -0.38310
H -2.35518 -0.91034 -0.11992
H 2.29929 1.31189 -0.59075
H 2.17873 -1.08599 0.04010
H -0.08340 -1.10298 1.30194
*
```

Computed properties:
HOMO: -7.673 eV
Lowest unoccupied orbital energy: 0.919 eV
SMILES: NC1=C=CNN1


| no. | F_max (eV/Å) |
| --- | --- |
| 1 | 0.73 |
| 2 | 0.60 |
| 3 | 0.97 |
| 4 | 0.57 |